ORCA calculation (ωB97M-V/def2-TZVPD) on a gas-phase ion, C44H39FN (charge +1) in a non-equilibrium geometry.

Calculated values
- Spin multiplicity: 1
- Energy relative to the best compared isomer or geometry (same formula, charge and spin): 0.0 kcal/mol
- Orbital gap: 7.327 eV
- SMILES: Fc1ccc([C@@H](c2ccccc2)[C@H](/C=[N+]2\CCC[C@@H]2C(c2ccccc2)(c2ccccc2)c2ccccc2)c2ccccc2)cc1
- Net charge: +1
- Calculated total energy: -1854.370576 Eh

```
85
Properties=species:S:1:pos:R:3:forces:R:3
F 2.256 1.120 -6.118 -0.153 -0.366 1.063
C 2.174 0.530 -4.884 0.243 -0.011 -0.780
C 1.003 0.660 -4.144 0.601 -0.394 -0.261
C 0.942 -0.007 -2.929 0.493 -0.171 0.358
C 2.011 -0.775 -2.426 0.809 1.284 0.098
C 1.797 -1.423 -1.070 -3.077 -0.251 1.315
C 2.090 -2.919 -1.064 0.071 -0.109 0.040
C 1.034 -3.756 -0.674 0.444 -0.111 -0.171
C 1.188 -5.142 -0.730 0.083 0.012 0.180
C 2.439 -5.711 -1.016 0.005 0.422 0.491
C 3.536 -4.872 -1.223 -0.259 0.366 -0.459
C 3.342 -3.495 -1.388 -0.550 0.211 0.563
C 1.913 -0.881 0.586 2.193 -2.337 -0.531
C 0.769 -0.016 0.910 -1.862 -0.163 1.771
N -0.235 -0.354 1.743 3.286 1.221 -2.337
C -0.118 -1.595 2.525 -0.145 -0.901 0.009
C -1.320 -1.567 3.467 0.633 -0.322 0.491
C -2.280 -0.525 2.929 -0.148 -0.029 -0.278
C -1.450 0.464 2.110 -0.300 0.459 1.163
C -2.230 1.233 0.980 -0.512 0.150 -0.832
C -3.379 2.141 1.516 -0.671 0.331 0.037
C -3.593 3.434 0.980 0.258 0.162 0.319
C -4.592 4.288 1.482 -0.074 -0.478 -0.204
C -5.524 3.804 2.410 0.390 -0.067 0.070
C -5.404 2.484 2.859 0.084 -0.041 -0.326
C -4.367 1.661 2.390 -0.069 0.315 0.240
C -2.859 0.220 0.017 -0.232 -0.068 -0.551
C -4.196 0.292 -0.401 -0.088 -0.366 0.023
C -4.817 -0.820 -0.991 0.282 -0.021 0.072
C -4.104 -2.008 -1.179 0.335 -0.062 -0.057
C -2.709 -2.006 -0.977 -0.167 0.315 -0.048
C -2.100 -0.864 -0.438 -0.282 -0.611 -0.120
C -1.194 2.141 0.357 -0.184 0.479 -0.427
C -0.804 2.110 -0.991 0.245 0.113 0.704
C 0.394 2.758 -1.339 -0.129 0.423 0.088
C 1.034 3.596 -0.415 0.087 -0.043 -0.317
C 0.452 3.836 0.839 0.016 0.030 -0.150
C -0.634 3.072 1.244 0.624 0.342 -0.534
C 3.238 -0.175 0.716 0.585 0.194 1.272
C 4.420 -0.791 0.237 -0.187 0.837 -0.666
C 5.445 0.073 -0.194 0.019 0.061 0.556
C 5.430 1.449 0.143 -0.353 -0.239 -0.273
C 4.381 1.949 0.928 0.391 -0.200 0.181
C 3.299 1.121 1.267 0.242 -0.071 -0.823
C 3.184 -0.872 -3.218 -0.142 0.500 0.481
C 3.270 -0.217 -4.453 -0.400 -0.374 0.343
H 0.171 1.223 -4.543 0.017 0.049 0.031
H 0.071 0.112 -2.289 0.023 -0.175 -0.342
H 0.687 -1.266 -0.886 0.897 -1.289 -1.513
H 0.099 -3.287 -0.328 0.352 -0.437 -0.367
H 0.331 -5.768 -0.486 0.248 -0.006 -0.117
H 2.585 -6.789 -0.999 -0.138 0.237 0.048
H 4.555 -5.255 -1.274 -0.359 -0.114 -0.294
H 4.175 -2.859 -1.705 -0.385 -0.485 0.319
H 1.920 -1.938 1.054 -0.212 1.986 -0.412
H 0.781 0.960 0.403 -0.382 -0.478 0.349
H 0.853 -1.678 3.051 -0.499 0.469 -0.249
H -0.130 -2.466 1.847 -0.267 0.419 0.081
H -0.958 -1.301 4.464 -0.190 0.018 -0.042
H -1.758 -2.562 3.534 -0.104 0.111 0.062
H -2.784 0.018 3.726 0.029 -0.215 -0.050
H -3.024 -0.983 2.278 -0.062 -0.081 0.057
H -1.071 1.224 2.819 -0.053 -0.256 -0.406
H -2.970 3.810 0.155 -0.153 -0.168 0.649
H -4.646 5.327 1.127 -0.074 -0.637 0.047
H -6.335 4.449 2.764 0.388 -0.287 -0.063
H -6.130 2.072 3.567 0.244 0.161 -0.338
H -4.369 0.613 2.679 -0.050 0.418 0.060
H -4.782 1.202 -0.256 0.195 -0.384 0.157
H -5.872 -0.755 -1.275 0.420 -0.068 0.157
H -4.618 -2.923 -1.506 0.313 0.552 0.013
H -2.086 -2.877 -1.239 -0.466 0.476 0.083
H -1.017 -0.810 -0.346 -0.641 -0.354 -0.061
H -1.418 1.585 -1.735 0.469 -0.027 0.433
H 0.811 2.623 -2.342 -0.179 0.212 0.437
H 1.972 4.101 -0.692 -0.579 -0.220 0.101
H 0.816 4.642 1.479 0.120 -0.386 -0.132
H -1.090 3.260 2.218 0.208 -0.199 -0.269
H 4.478 -1.896 0.119 -0.138 1.172 -0.215
H 6.260 -0.318 -0.817 -0.186 0.085 0.567
H 6.234 2.119 -0.219 -0.611 -0.550 0.327
H 4.401 2.989 1.273 0.025 -0.447 -0.092
H 2.491 1.488 1.923 0.340 -0.035 -0.652
H 4.083 -1.377 -2.843 -0.627 0.212 -0.311
H 4.157 -0.354 -5.076 -0.368 0.301 0.160
```
Positions in Å, forces in eV/Å.